1.
Here is a single C4H8INO3 molecule in a non-equilibrium geometry from the Open Molecules 2025 dataset. Energies are from wB97M-V/def2-TZVPD.

The total charge is 0. As for the structure (SMILES): C[C@@](O)(I)[C@H](N)C(=O)O. The calculation puts the HOMO energy at -9.632 eV. Its multiplicity is 1. For the strongest force on any atom, the calculation gives 3.48 eV/Å. Its HOMO-LUMO gap is 9.3 eV. The LUMO energy is -0.33 eV.

Last column: Mulliken charge in e.
Atoms and positions in Å:
I (0.873, -0.194, -2.920)  -0.0565
O (-0.786, -1.625, -0.567)  -0.4721
O (-0.894, 1.746, 1.643)  -0.5860
O (0.376, 0.198, 2.557)  -0.4742
N (1.564, -0.712, 0.602)  -0.8901
C (-0.397, -0.292, -0.902)  -0.1306
C (-1.628, 0.544, -1.210)  -1.1967
C (0.534, 0.294, 0.192)  0.8335
C (-0.079, 0.819, 1.493)  0.1620
H (-2.130, 0.087, -2.081)  0.4275
H (-0.134, -1.768, 0.082)  0.4203
H (2.438, -0.262, 0.729)  0.2408
H (1.164, -0.334, 2.461)  0.3762
H (-2.247, 0.400, -0.264)  0.3370
H (1.739, -1.591, 0.022)  0.1851
H (0.991, 1.162, -0.339)  0.4604
H (-1.386, 1.528, -1.499)  0.3632

***

2.
Here is a molecular structure, C28H44F5KN4O6STe from the Open Molecules 2025 dataset. Energies are from wB97M-V/def2-TZVPD.

The total charge is -2. The calculation puts the HOMO energy at -2.187 eV. Its multiplicity is 1. For the strongest force on any atom, the calculation gives 0.18 eV/Å. Its HOMO-LUMO gap is 6.1 eV. The LUMO energy is 3.93 eV.

Last column: Mulliken charge in e.
Atoms and positions in Å:
Te (-5.359, 0.565, -3.816)  2.1972
K (-1.711, 0.449, -1.153)  0.7223
S (-1.281, -2.774, -2.021)  0.3138
F (-6.552, 1.254, -2.525)  -0.4514
F (-5.959, -1.174, -3.387)  -0.4614
F (-4.539, -0.144, -5.345)  -0.4371
F (-6.895, 0.571, -4.904)  -0.4140
F (-5.145, 2.301, -4.490)  -0.4264
O (-0.110, -0.219, -3.173)  -0.4409
O (0.205, 1.125, -4.936)  -0.8464
O (5.916, -1.341, 2.105)  -0.6956
O (-2.111, -2.313, -0.850)  -0.5292
O (-3.935, 0.529, -2.756)  -1.1323
O (2.655, 2.527, -0.657)  -0.8136
N (2.015, -1.144, 0.096)  -0.4893
N (5.859, 0.868, 1.629)  0.3392
N (-0.072, 1.042, 1.122)  0.1421
N (0.563, 1.892, -1.460)  -0.1813
C (2.203, -0.919, -1.208)  -0.1653
C (-3.311, -0.884, 3.273)  -0.8110
C (-3.720, 1.352, 2.568)  0.1931
C (8.312, 0.710, 1.956)  -1.1253
C (0.300, 0.855, -3.728)  0.2296
C (0.909, 2.114, 0.908)  -0.6227
C (6.036, 2.796, 0.058)  -1.1737
C (3.445, -0.580, -1.732)  -0.9091
C (4.515, -0.413, -0.878)  0.1950
C (-3.236, 0.477, 3.539)  0.9423
C (1.437, 2.186, -0.540)  0.1808
C (5.188, 2.039, 1.066)  0.1210
C (-2.203, -2.312, -3.497)  -0.0001
C (-5.081, -0.992, -0.095)  -0.2562
C (6.962, 1.088, 2.551)  -0.8390
C (5.428, -0.410, 1.468)  0.1913
C (-2.645, 0.983, 4.840)  0.2645
C (-1.521, -4.575, -2.070)  -0.6478
C (-4.409, -0.491, 1.151)  0.4889
C (4.322, -0.619, 0.482)  0.2343
C (3.059, -0.999, 0.908)  -0.4306
C (1.034, 1.878, -2.830)  -0.3663
C (-3.879, -1.360, 2.097)  -0.6764
C (-3.608, 1.921, 5.572)  -1.5979
C (-1.291, 1.662, 4.631)  -1.4622
C (-2.975, -5.008, -1.990)  -0.9821
C (-1.475, -2.692, -4.774)  -1.3757
C (-4.299, 0.878, 1.401)  -0.7832
H (-0.314, 0.977, 2.103)  -0.1945
H (-2.251, -1.227, -3.431)  -0.0078
H (3.539, -0.402, -2.795)  0.4769
H (0.434, 3.072, 1.145)  0.4322
H (6.322, 2.139, -0.766)  0.2129
H (5.439, 3.605, -0.360)  0.3672
H (4.255, 1.760, 0.578)  -0.3587
H (-1.386, -3.774, -4.907)  0.3471
H (-4.887, -2.054, -0.244)  0.0899
H (-0.958, -4.925, -1.202)  0.3901
H (2.879, -1.175, 1.965)  0.3917
H (-3.048, -6.066, -1.729)  0.3869
H (2.107, 1.638, -2.881)  0.0801
H (-3.777, 2.832, 4.994)  0.2868
H (-3.488, -4.425, -1.224)  0.1506
H (6.786, 0.500, 3.455)  0.4130
H (-0.558, 0.959, 4.235)  0.2674
H (0.362, 0.157, 0.866)  0.1690
H (-6.161, -0.833, -0.042)  0.4744
H (-3.493, -4.858, -2.937)  0.2504
H (5.484, -0.099, -1.250)  0.4789
H (-4.724, -0.464, -0.980)  -0.3111
H (4.921, 2.701, 1.898)  0.3716
H (-3.647, 2.424, 2.720)  0.2278
H (-2.485, 0.108, 5.479)  0.3787
H (-4.576, 1.444, 5.731)  0.3717
H (-0.904, 2.059, 5.573)  0.5207
H (-0.489, -2.226, -4.774)  0.2936
H (-1.376, 2.490, 3.923)  0.2641
H (-4.671, 1.580, 0.662)  0.4180
H (-3.903, -2.425, 1.903)  0.2243
H (-2.914, -1.588, 3.997)  0.2437
H (-3.199, 2.214, 6.542)  0.4644
H (8.517, 1.296, 1.059)  0.2735
H (-2.025, -2.287, -5.624)  0.3638
H (9.114, 0.889, 2.678)  0.3839
H (8.315, -0.347, 1.693)  0.2978
H (1.333, -0.952, -1.861)  0.6503
H (6.948, 2.145, 2.824)  0.4203
H (-3.213, -2.713, -3.411)  0.5395
H (0.928, 2.859, -3.305)  0.3657
H (1.792, 2.020, 1.554)  0.1110
H (-1.012, -4.939, -2.964)  0.4312
H (6.946, 3.209, 0.505)  0.3792

***

3.
Here is a gas-phase ion, C7H19ClN3Si (charge +1) in a non-equilibrium geometry from the Open Molecules 2025 dataset. Energies are from wB97M-V/def2-TZVPD.

The total charge is +1. As for the structure (SMILES): CC(C)(C)/N=C(\N)[NH2+][Si](C)(C)Cl. The calculation puts the HOMO energy at -13.100 eV. Its multiplicity is 1. For the strongest force on any atom, the calculation gives 3.61 eV/Å. Its HOMO-LUMO gap is 10.3 eV. The LUMO energy is -2.83 eV.

Last column: Mulliken charge in e.
Atoms and positions in Å:
Cl (2.662, -1.545, -2.900)  -0.1864
Si (1.091, -0.325, -3.034)  0.6149
N (-0.230, -1.523, -0.217)  -0.1874
N (0.181, 0.409, 1.168)  -0.5107
N (1.073, 0.234, -0.992)  -0.3507
C (-1.713, 1.125, 2.336)  -1.3568
C (-0.419, 0.308, 2.451)  1.5245
C (1.600, 1.258, -3.818)  -0.9421
C (0.244, -0.342, 0.191)  0.3972
C (-0.855, -1.173, 2.841)  -1.7029
C (0.426, 0.945, 3.542)  -1.6275
C (-0.622, -1.075, -3.413)  -1.0991
H (-1.320, -0.515, -2.873)  0.3902
H (0.177, -2.038, -0.947)  0.1732
H (-2.125, 1.174, 1.264)  0.3051
H (-0.959, -1.886, 0.325)  0.1129
H (-1.115, -0.880, -4.346)  0.4276
H (-1.662, -1.446, 2.125)  0.4730
H (-0.477, -2.139, -3.373)  0.3258
H (-0.217, -2.030, 2.818)  0.3776
H (0.827, 1.563, -4.689)  0.3070
H (0.761, 1.178, -1.072)  0.3722
H (-0.050, 1.180, 4.471)  0.3498
H (-1.459, -1.076, 3.864)  0.3296
H (-1.604, 2.225, 2.513)  0.3817
H (1.280, 0.423, 3.856)  0.4241
H (0.773, 1.858, 2.983)  0.3975
H (2.622, 1.216, -4.230)  0.3112
H (-2.459, 0.737, 2.985)  0.3290
H (1.545, 2.055, -3.011)  0.3291
H (2.026, 0.107, -0.817)  0.3104

***

What is the total charge in the third record? +1

***

Which of these has the highest strongest force on any atom? C7H19ClN3Si